<P>
C6H15NO | ωB97M-V with the def2-TZVPD basis set

```
! wB97M-V def2-TZVPD RIJCOSX def2/J DEFGRID3
* xyz 0 1
C -0.21 -1.47 -2.35
C -0.78 -0.88 -1.06
C 0.27 -0.20 -0.23
C 1.30 -1.09 0.41
C 0.29 1.13 0.04
C 1.45 1.79 0.71
N -0.80 1.96 -0.23
H 0.48 -2.29 -2.12
H 0.43 -0.74 -2.86
H -0.98 -1.83 -3.02
H -1.59 -0.20 -1.33
H -1.27 -1.65 -0.46
H 0.97 -1.40 1.41
H 1.46 -2.04 -0.12
H 2.27 -0.64 0.51
H 2.39 1.57 0.20
H 1.34 2.86 0.85
H 1.63 1.43 1.73
H -1.45 1.71 -0.96
H -0.67 2.95 -0.14
O -1.25 -0.98 2.43
H -2.07 -1.14 1.95
H -0.91 -0.16 2.05
*
```

The HOMO energy is -0.2776 Eh. The value obtained for the molar mass is 117.19 g/mol.

Atomic partial charges in e from the Mulliken method, atoms 1 to 5: -1.292, -0.561, 0.242, -1.516, 1.061

---

<Q>
C6H15NO | ωB97M-V with the def2-TZVPD basis set

```
! wB97M-V def2-TZVPD RIJCOSX def2/J DEFGRID3
* xyz 0 1
C 0.23 -0.83 0.45
C -0.32 1.14 -0.74
C -1.98 -1.54 1.07
C 0.81 -2.22 0.29
C -0.15 2.00 -1.95
C 1.34 1.65 0.89
N -0.06 -0.18 -0.79
O -0.84 -0.73 1.35
H 0.56 -0.46 -1.54
H 0.97 0.16 0.88
H -1.06 1.42 0.00
H -1.77 -2.60 1.24
H -2.76 -1.22 1.75
H -2.32 -1.41 0.04
H 0.13 -2.94 -0.16
H 1.09 -2.59 1.28
H 1.72 -2.18 -0.31
H 0.16 3.00 -1.64
H -1.08 2.11 -2.52
H 0.62 1.61 -2.62
H 2.09 1.87 0.12
H 1.86 1.41 1.82
H 0.77 2.55 1.11
*
```

The HOMO energy is -0.2645 Eh. The value obtained for the molar mass is 117.19 g/mol.

Atomic partial charges in e from the Mulliken method, atoms 1 to 5: 0.682, -0.216, -0.776, -1.578, -1.208

---

What are the relative energies? In kJ/mol: <P> 0.0; <Q> 349.1.

---

<P>
C6H15NO | ωB97M-V with the def2-TZVPD basis set

```
! wB97M-V def2-TZVPD RIJCOSX def2/J DEFGRID3
* xyz 0 1
C -0.89 -0.24 1.41
C 0.76 1.50 -1.68
C -0.92 1.20 1.82
C -2.22 -0.82 1.01
O 0.13 0.38 -1.08
H -0.38 -0.85 2.16
H 0.02 2.30 -1.69
H 1.62 1.84 -1.09
H 1.08 1.27 -2.70
H -2.10 -1.83 0.63
H -1.49 1.81 1.12
H 0.08 1.62 1.92
H -1.41 1.30 2.79
H -2.70 -0.22 0.24
H -2.89 -0.86 1.88
C 2.34 -0.75 -0.75
C 0.84 -0.87 -0.89
N 0.44 -1.85 -1.66
H -0.58 -1.86 -1.73
H 0.11 -0.84 0.47
H 2.80 -0.38 -1.66
H 2.61 -0.11 0.09
H 2.76 -1.75 -0.61
*
```

The HOMO energy (alpha / beta) is -0.3253 / -0.3252 Eh. The value obtained for the molar mass is 117.19 g/mol.

Atomic partial charges in e from the Mulliken method, atoms 1 to 5: 0.559, -0.811, -1.289, -1.321, -0.298

---

<Q>
C6H15NO | ωB97M-V with the def2-TZVPD basis set

```
! wB97M-V def2-TZVPD RIJCOSX def2/J DEFGRID3
* xyz 0 1
C -1.52 -0.70 -3.02
C -2.08 -0.39 -1.62
C -1.05 -0.01 -0.53
C -1.39 -0.44 0.67
N -0.53 -0.49 1.84
C -0.18 0.90 2.29
C 1.40 0.88 2.58
H -2.25 -1.32 -3.65
H -0.57 -1.22 -2.97
H -1.38 -0.08 -3.80
H -2.91 0.25 -1.68
H -2.68 -1.26 -1.36
H -0.23 0.57 -0.85
H -2.35 -0.98 0.78
H -0.88 -1.22 2.45
H -0.68 1.34 3.10
H -0.27 1.60 1.49
H 1.95 1.72 2.26
H 1.60 0.86 3.64
H 1.71 -0.10 2.25
O 4.48 0.31 -1.28
H 4.57 -0.56 -0.72
H 5.25 0.34 -1.87
*
```

The HOMO energy is -0.2981 Eh. The value obtained for the molar mass is 117.19 g/mol.

Atomic partial charges in e from the Mulliken method, atoms 1 to 5: -1.364, -0.387, -0.218, -0.520, -0.240

---

What are the relative energies? In kJ/mol: <P> 110.6; <Q> 0.0.

---

<P>
C3H4N4O | ωB97M-V with the def2-TZVPD basis set

```
! wB97M-V def2-TZVPD RIJCOSX def2/J DEFGRID3
* xyz 0 1
C 1.51 1.09 1.16
C -0.29 0.19 0.09
C -1.91 -1.22 -0.68
H 1.61 1.93 1.84
H 2.09 1.26 0.21
H 1.88 0.23 1.63
H -2.86 -1.72 -0.50
N 0.05 1.07 0.95
N -1.47 -0.41 0.18
N 0.20 -0.77 -1.98
N 0.48 0.01 -1.15
O -1.27 -1.67 -1.76
*
```

The HOMO energy is -0.3503 Eh. The value obtained for the molar mass is 112.09 g/mol.

Atomic partial charges in e from the Mulliken method, atoms 1 to 5: -0.734, 0.515, 0.181, 0.276, 0.302

---

<Q>
C3H4N4O | ωB97M-V with the def2-TZVPD basis set

```
! wB97M-V def2-TZVPD RIJCOSX def2/J DEFGRID3
* xyz 0 1
C 0.66 0.46 0.45
C 0.10 1.71 -0.11
C -0.52 -1.87 0.25
H 2.24 1.37 1.33
H 0.37 2.87 -0.19
H -1.67 -0.74 -1.52
H -0.11 -2.48 1.23
N 1.82 0.37 1.13
N -0.89 1.39 -0.84
N -0.71 -0.02 -1.00
N 0.05 -0.56 -0.25
O -1.34 -2.49 -0.48
*
```

The HOMO energy is -0.2889 Eh. The value obtained for the molar mass is 112.09 g/mol.

Atomic partial charges in e from the Mulliken method, atoms 1 to 5: 0.419, -0.140, 0.149, 0.239, 0.303

---

<R>
C3H4N4O | ωB97M-V with the def2-TZVPD basis set

```
! wB97M-V def2-TZVPD RIJCOSX def2/J DEFGRID3
* xyz 0 1
C 0.42 -0.14 0.55
C 0.08 1.17 0.45
C 0.19 -1.11 -0.57
H 0.61 -0.40 2.75
H 0.37 1.76 1.29
H -1.17 2.39 -0.25
H 0.60 -2.61 -1.65
N -0.60 1.61 -0.55
N -1.44 0.71 -1.40
N -0.93 -0.51 -1.50
N 0.73 -2.18 -0.74
O 1.14 -0.69 1.61
*
```

The HOMO energy is -0.3150 Eh. The value obtained for the molar mass is 112.09 g/mol.

Atomic partial charges in e from the Mulliken method, atoms 1 to 5: 0.228, -0.195, 0.406, 0.363, 0.361

---

<S>
C3H4N4O | ωB97M-V with the def2-TZVPD basis set

```
! wB97M-V def2-TZVPD RIJCOSX def2/J DEFGRID3
* xyz 0 1
H 1.80 2.73 1.45
N 1.27 2.08 2.08
C 0.81 1.00 1.61
N 0.95 0.59 0.27
C -0.04 -0.19 -0.29
C -0.13 -0.42 -1.76
N -0.37 -0.67 -2.90
N -0.70 -0.86 0.55
O -1.64 -1.60 -0.16
H 0.25 0.34 2.19
H 1.44 1.26 -0.31
H -2.26 -1.78 0.52
*
```

The HOMO energy is -0.3497 Eh. The value obtained for the molar mass is 112.09 g/mol.

Atomic partial charges in e from the Mulliken method, atoms 1 to 5: 0.211, -0.609, 0.030, -0.286, 0.521

---

What are the relative energies? In kJ/mol: <P> 99.2; <Q> 326.5; <R> 212.2; <S> 0.0.